[1]
The following is a quantum chemistry calculation of a structure of composition C48H38BrF5N2O2P2STc, from OMol25.

Geometry (Å):
Tc: -0.314 0.239 0.142
Br: 1.766 1.574 -0.200
S: 0.427 1.197 -3.644
P: -1.929 1.677 -0.914
P: -1.209 1.297 2.122
F: 4.565 -2.740 -4.969
F: 3.982 -0.754 -6.742
F: 3.215 -2.879 -2.583
F: 1.245 -1.096 -2.030
F: 2.120 1.115 -6.118
O: -1.505 -1.250 0.601
O: -0.634 -2.185 3.602
N: 1.052 -1.176 0.750
N: 0.481 -2.348 1.040
C: 3.616 -1.858 -4.694
C: 0.050 3.766 2.711
C: -1.314 0.566 4.828
C: 1.265 1.736 3.183
C: 6.192 1.252 -1.025
C: -1.079 4.727 -4.232
C: -3.614 -0.954 4.494
C: 2.264 3.859 3.650
C: -2.581 -0.580 -2.231
C: -0.597 3.804 -2.070
C: -3.362 -1.630 -2.666
C: -1.595 2.848 -2.259
C: 1.129 4.500 3.179
C: 2.992 0.176 0.383
C: -2.323 2.828 -3.443
C: -1.860 0.400 3.559
C: 0.107 2.378 2.730
C: 1.626 0.043 -4.075
C: -4.726 -1.626 -2.408
C: -2.309 -4.517 1.338
C: -1.922 -0.024 5.922
C: -3.152 0.489 -1.536
C: -0.947 -2.491 0.704
C: 4.707 2.773 0.120
C: -3.075 -0.772 5.760
C: 3.320 -0.833 -5.598
C: -2.608 -5.210 3.615
C: 4.336 0.314 0.268
C: -3.008 -0.378 3.395
C: -2.715 2.279 1.697
C: -1.572 -3.413 1.745
C: 5.375 3.840 -0.443
C: 6.826 2.325 -1.618
C: -0.345 4.742 -3.054
C: 2.342 -1.025 0.776
C: -2.704 2.850 0.288
C: 6.402 3.621 -1.352
C: 5.072 1.458 -0.201
C: -1.908 -4.104 4.040
C: 2.919 -1.938 -3.485
C: 1.932 -1.011 -3.205
C: -2.062 3.770 -4.424
C: -1.369 -3.208 3.116
C: -2.820 -5.415 2.257
C: 2.353 0.114 -5.278
C: -5.301 -0.554 -1.744
C: -4.520 0.501 -1.296
C: 2.335 2.473 3.651
H: -6.365 -0.545 -1.569
H: -2.101 3.763 0.238
H: 1.081 5.577 3.181
H: 1.054 -3.184 1.073
H: -3.553 -1.218 6.618
H: -2.479 -4.676 0.286
H: -0.432 1.169 4.963
H: -3.401 -0.555 2.404
H: -0.874 5.454 -5.002
H: -4.981 1.324 -0.770
H: -2.628 3.749 -5.342
H: -2.909 -2.453 -3.198
H: -4.516 -1.533 4.368
H: 6.872 4.455 -1.847
H: 4.922 -0.577 0.460
H: -5.333 -2.461 -2.724
H: -0.355 -1.611 2.878
H: 0.426 5.481 -2.902
H: -1.734 -3.912 5.086
H: -1.497 0.115 6.904
H: 7.646 2.165 -2.300
H: 1.311 0.651 3.175
H: -3.549 1.583 1.815
H: -1.515 -0.565 -2.439
H: 3.937 2.942 0.859
H: 2.978 -1.859 1.061
H: 3.221 1.974 4.016
H: -1.040 -2.993 -0.285
H: 6.528 0.248 -1.232
H: -2.987 -5.914 4.337
H: 5.095 4.849 -0.184
H: -3.078 2.071 -3.595
H: -0.009 3.795 -1.159
H: 3.098 4.436 4.013
H: -3.712 3.117 -0.041
H: -0.828 4.275 2.343
H: -3.371 -6.276 1.915
H: -2.837 3.059 2.456

Computed properties:
Kohn-Sham gap (spin up / spin down): 0.23434 / 0.19915 Ha
charge: +2
spin multiplicity: 4


[2]
The following is a quantum chemistry calculation of a cluster of 2 separate species, C4H6N2O in total, from OMol25.

Geometry (Å):
O: 1.658 2.524 0.759
N: 1.476 -0.276 -0.798
N: -1.115 0.976 -0.397
C: -2.081 0.163 0.444
C: 1.208 1.624 1.287
C: 0.410 -1.060 -0.203
C: -0.799 -0.204 -0.115
H: 0.172 -2.016 -0.702
H: 2.344 -0.792 -0.858
H: 0.678 -1.305 0.833
H: -2.146 0.427 1.500
H: -3.022 -0.112 -0.029
H: 1.217 0.052 -1.721

Computed properties:
Kohn-Sham gap: 0.39361 Ha
ΔE to the lowest compared entry with this formula, charge and spin: 69.1 kcal per mole


[3]
The following is a quantum chemistry calculation of a structure of composition C53H47As2F6N6O5S2Sc, from OMol25.

Geometry (Å):
As: -1.238 -1.132 -2.275
As: -1.329 -2.269 1.064
Sc: 0.058 -0.105 -0.113
S: -1.525 1.689 1.587
S: 0.092 0.202 3.067
F: 1.400 2.399 3.259
F: 1.184 1.468 5.201
F: -3.551 2.891 0.550
F: -4.091 1.536 2.136
F: 2.578 0.667 3.754
F: -3.246 3.467 2.608
O: 12.515 -3.660 -2.563
O: -0.085 -1.033 3.732
O: -1.755 0.634 0.602
O: -0.628 2.682 1.103
O: 0.686 0.103 1.735
N: -0.072 1.809 -1.446
N: -1.186 1.111 2.995
N: 1.649 -1.711 -0.737
N: 6.399 -2.548 -1.510
N: 2.284 0.889 -0.325
N: 6.988 -0.429 -1.171
C: 3.960 -2.289 -1.132
C: -0.877 -3.805 -3.648
C: 1.095 -4.324 -4.924
C: -2.860 -1.110 -4.759
C: 4.905 1.847 -0.478
C: -2.737 -2.471 2.455
C: 4.650 0.484 -0.707
C: -0.230 -3.841 1.573
C: 2.293 -3.988 -1.214
C: -0.145 -4.689 -4.427
C: -2.906 0.669 -6.371
C: 13.707 -2.904 -2.511
C: 1.358 -2.993 -0.933
C: 9.879 -1.268 -1.672
C: 3.616 -3.633 -1.315
C: 1.391 1.243 3.922
C: -0.358 4.275 -2.173
C: 1.862 -4.532 2.565
C: 2.573 2.153 -0.051
C: -1.853 4.518 -2.438
C: 0.144 5.214 -1.065
C: 3.294 0.042 -0.623
C: 1.593 -3.052 -4.684
C: 11.338 -3.084 -2.301
C: -2.811 -2.063 -1.498
C: -0.594 -5.181 1.451
C: -4.005 -1.625 4.325
C: -0.369 -2.541 -3.365
C: 10.216 -3.925 -2.397
C: -3.292 -0.603 -5.973
C: 0.457 4.470 -3.463
C: 7.414 -1.702 -1.475
C: -0.198 2.917 -1.739
C: 5.297 -1.830 -1.229
C: 0.860 -2.169 -3.912
C: -3.217 2.454 1.765
C: -3.408 -3.690 2.586
C: -1.632 0.912 -4.352
C: 3.867 2.677 -0.135
C: 11.146 -1.745 -1.940
C: -3.054 -1.440 3.331
C: 1.479 -5.858 2.458
C: 0.256 -6.181 1.895
C: 8.963 -3.448 -2.127
C: 1.021 -3.533 2.108
C: -2.036 -0.351 -3.926
C: -4.668 -2.833 4.441
C: -2.413 -3.112 -0.450
C: -4.366 -3.866 3.568
C: 2.951 -1.342 -0.835
C: 8.764 -2.108 -1.749
C: 5.631 -0.483 -1.014
C: -2.074 1.424 -5.562
H: 13.887 -2.517 -1.505
H: 1.223 -1.158 -3.721
H: -1.762 2.407 -5.886
H: -3.404 -1.269 -1.020
H: -0.160 6.231 -1.295
H: 1.333 -2.493 2.185
H: -2.246 3.815 -3.169
H: -3.178 -4.520 1.927
H: -3.236 1.063 -7.319
H: 1.228 5.189 -0.998
H: 13.688 -2.083 -3.233
H: -3.918 -1.202 -6.618
H: 4.400 -4.341 -1.535
H: 11.985 -1.071 -1.867
H: 1.510 4.252 -3.301
H: 2.129 -6.636 2.822
H: 14.500 -3.599 -2.781
H: 2.814 -4.279 3.004
H: -0.538 -5.669 -4.652
H: 0.087 3.829 -4.258
H: 8.102 -4.091 -2.196
H: -4.220 -0.819 5.010
H: -1.819 -3.909 -0.921
H: 5.908 2.235 -0.561
H: -3.440 -2.521 -2.277
H: -4.870 -4.818 3.653
H: 0.367 5.502 -3.789
H: -1.982 5.524 -2.828
H: 9.772 -0.230 -1.390
H: 7.581 0.378 -1.066
H: 4.034 3.725 0.060
H: -3.143 -2.114 -4.461
H: -0.278 4.936 -0.102
H: 2.546 -2.757 -5.100
H: -3.327 -3.559 -0.036
H: -1.846 -4.106 -3.267
H: 1.966 -5.006 -1.350
H: -0.954 1.481 -3.724
H: -2.549 -0.488 3.261
H: -2.429 4.428 -1.521
H: -0.045 -7.215 1.810
H: 0.306 -3.267 -0.879
H: -1.546 -5.455 1.010
H: 10.380 -4.950 -2.687
H: 1.751 2.795 0.253
H: -5.415 -2.973 5.206
H: 1.670 -5.023 -5.509

Computed properties:
Kohn-Sham gap: 0.21953 Ha
charge: +2
ΔE to the lowest compared entry with this formula, charge and spin: 30.8 kcal per mole


[4]
The following is a quantum chemistry calculation of a cluster of 8 separate species, C28H28Cl9N5 in total, from OMol25.

Geometry (Å):
Cl: -3.738 -3.672 1.260
Cl: -0.844 -1.694 0.801
Cl: -4.786 -4.090 -1.418
Cl: -0.288 1.125 0.497
Cl: 1.871 -0.778 0.114
Cl: -2.101 -4.971 -0.713
Cl: 2.272 3.453 5.888
Cl: 1.276 0.698 6.204
Cl: 1.305 1.922 3.571
N: -6.015 -0.542 -0.893
N: 3.185 -3.283 -2.613
N: -3.776 1.772 3.208
N: 2.863 4.140 -0.275
N: 3.651 2.286 -4.867
C: 3.481 -4.161 -3.580
C: 3.260 4.860 0.780
C: 3.401 1.021 -5.206
C: 3.966 -4.925 -1.051
C: 2.400 5.226 1.806
C: -3.704 -0.831 4.257
C: 1.556 3.878 -0.381
C: 3.485 -3.668 -1.363
C: 3.920 -5.446 -3.355
C: 3.281 0.275 -2.940
C: -3.333 -0.134 -1.436
C: 4.211 -5.855 -2.052
C: -2.556 -0.169 3.848
C: -2.623 1.101 3.307
C: 3.762 2.524 -3.562
C: 3.250 -0.028 -4.303
C: -5.155 -0.281 0.075
C: -4.903 -0.160 4.091
C: 1.122 2.221 5.321
C: -4.233 -0.423 -2.462
C: 0.585 4.270 0.534
C: 0.384 -0.408 0.988
C: 1.068 4.896 1.682
C: -4.883 1.134 3.572
C: 3.542 1.590 -2.571
C: -3.356 -3.732 -0.455
C: -5.571 -0.611 -2.153
C: -3.800 -0.031 -0.145
H: 3.324 -2.909 -0.610
H: 4.288 5.200 0.758
H: 3.065 -1.035 -4.649
H: 3.928 3.544 -3.224
H: 4.077 -5.178 -0.003
H: -6.281 -0.817 -2.943
H: 4.624 -6.829 -1.837
H: 3.210 0.801 -6.251
H: 0.665 -0.276 2.026
H: -1.690 1.577 3.029
H: -2.279 0.003 -1.646
H: 3.283 -3.777 -4.574
H: -2.933 -2.787 -0.773
H: -3.116 0.096 0.682
H: -3.904 -0.404 -3.493
H: -0.477 4.084 0.499
H: 2.817 5.671 2.700
H: -5.553 -0.318 1.083
H: 4.155 -6.129 -4.161
H: -5.830 -0.619 4.410
H: 0.358 5.253 2.421
H: 1.270 3.348 -1.283
H: 3.007 -0.483 -2.222
H: -3.664 -1.860 4.585
H: -5.823 1.667 3.496
H: -1.625 -0.699 4.026
H: 0.111 2.582 5.450
H: 3.563 1.794 -1.510

Computed properties:
Kohn-Sham gap: 0.34922 Ha
ΔE to the lowest compared entry with this formula, charge and spin: 0.0 kcal per mole
SMILES string: ClC(Cl)Cl.ClC(Cl)Cl.ClC(Cl)Cl.c1ccncc1.c1ccncc1.c1ccncc1.c1ccncc1.c1ccncc1


[5]
The following is a quantum chemistry calculation of a structure of composition C49H43IrN3O4P2Si, from OMol25.

Geometry (Å):
Ir: 0.170 0.033 -0.019
P: -1.952 -0.787 0.168
P: 0.472 -0.824 -2.122
Si: 0.847 -2.080 0.576
O: -0.913 2.664 3.051
O: -1.439 8.335 0.514
O: -1.399 7.449 2.481
O: -0.812 1.309 1.287
N: 2.161 0.818 0.048
N: -1.364 7.387 1.271
N: 3.120 0.512 -0.860
C: -0.692 -1.852 -3.070
C: -1.099 4.948 1.492
C: 4.005 -3.758 -1.617
C: -4.469 -0.664 -3.105
C: -3.285 1.076 -1.310
C: 3.824 -3.167 -2.863
C: -1.573 -4.019 -3.649
C: -1.057 4.683 -1.282
C: -2.275 -2.074 -4.874
C: -0.659 -3.177 0.370
C: -4.703 0.696 -3.207
C: -4.422 -0.048 3.950
C: -1.716 -5.356 0.393
C: -0.877 2.500 1.855
C: -5.042 0.019 2.713
C: -2.970 -4.755 0.269
C: -0.577 -4.574 0.465
C: 1.772 2.467 -5.090
C: -3.053 -0.270 4.033
C: 1.541 2.778 -3.759
C: -0.758 -3.229 -2.855
C: 1.164 0.179 -4.660
C: 4.230 1.239 -0.711
C: 4.014 2.052 0.375
C: 3.135 -3.461 -0.577
C: -1.202 5.941 -0.719
C: -2.311 -0.441 2.880
C: -3.033 -0.298 -1.210
C: 1.585 -2.503 2.218
C: -0.964 3.687 0.922
C: 2.107 2.295 2.075
C: -0.941 3.569 -0.462
C: -2.934 -0.394 1.632
C: -4.300 -0.151 1.549
C: -1.909 -2.598 0.212
C: 2.063 -2.585 -0.766
C: -1.482 -1.277 -4.063
C: 2.733 1.741 0.849
C: 2.775 -2.279 -3.064
C: -3.070 -3.379 0.197
C: -1.213 6.040 0.660
C: 1.138 1.786 -2.876
C: -3.620 -1.164 -2.121
C: 5.385 1.098 -1.643
C: -4.103 1.574 -2.309
C: 1.580 1.166 -5.539
C: -2.318 -3.445 -4.672
C: 1.902 -1.988 -2.014
C: 0.960 0.471 -3.308
H: 3.294 -3.922 0.392
H: -5.005 0.079 4.853
H: 2.822 2.251 2.897
H: -2.564 -0.300 4.998
H: -1.313 6.832 -1.320
H: -6.106 0.201 2.647
H: -2.858 1.752 -0.580
H: 4.828 -4.444 -1.457
H: -4.046 -2.909 0.142
H: -4.795 -0.087 0.589
H: 1.611 -3.592 2.304
H: -4.285 2.638 -2.378
H: -1.240 -0.585 2.944
H: 4.707 2.754 0.810
H: -1.478 -0.204 -4.211
H: -5.361 1.077 -3.979
H: 2.969 -0.225 -1.529
H: 0.965 2.044 -1.842
H: 5.662 0.051 -1.772
H: 1.832 3.342 1.939
H: 0.982 -2.119 3.044
H: -3.864 -5.364 0.248
H: 2.598 -2.113 2.337
H: 4.504 -3.388 -3.675
H: -0.167 -3.693 -2.080
H: 2.086 3.237 -5.782
H: -4.944 -1.350 -3.795
H: -2.865 -1.619 -5.660
H: -0.846 2.588 -0.906
H: 0.388 -5.055 0.595
H: 1.745 0.920 -6.580
H: 5.135 1.508 -2.624
H: 1.235 1.729 2.366
H: -1.638 -6.433 0.461
H: 6.246 1.637 -1.256
H: -3.432 -2.229 -2.071
H: -2.926 -4.068 -5.315
H: -1.115 5.060 2.567
H: 0.969 -0.815 -5.042
H: 1.671 3.792 -3.402
H: 2.669 -1.802 -4.027
H: -1.043 4.572 -2.360
H: -1.614 -5.087 -3.477

Computed properties:
Kohn-Sham gap: 0.29937 Ha
charge: +1
ΔE to the lowest compared entry with this formula, charge and spin: 25.9 kcal per mole


[6]
The following is a quantum chemistry calculation of a cluster of 2 separate species, Cl2H2NOP in total, from OMol25.

Geometry (Å):
Cl: -0.729 1.364 -0.746
Cl: 3.076 1.968 0.189
P: -2.537 1.058 0.114
O: -3.086 2.337 0.460
N: -3.304 -0.265 0.200
H: -2.884 -1.184 0.037
H: 2.172 2.685 -0.200

Computed properties:
Kohn-Sham gap: 0.39272 Ha
ΔE to the lowest compared entry with this formula, charge and spin: 33.4 kcal per mole


no.,largest force on an atom (eV/A)
1,2.526
2,1.437
3,3.189
4,1.459
5,1.295
6,2.348